{"formula": "C6H15ClINO2PZr", "method": "ωB97M-V with the def2-TZVPD basis set", "elements": ["H", "C", "H", "Zr", "H", "C", "H", "C", "C", "P", "H", "N", "I", "C", "Cl", "C", "O", "O", "H", "H", "H", "H", "H", "H", "H", "H", "H", "H"], "positions_angstrom": [[-3.495, 0.789, 1.026], [-1.235, -1.549, -0.741], [-1.125, 3.017, 1.844], [0.853, 0.983, 0.897], [-2.192, -2.070, -0.623], [-2.803, -0.058, 1.078], [-0.973, -1.530, -1.804], [-2.356, 0.979, -1.468], [4.214, -3.125, -0.620], [-1.440, 0.154, -0.122], [0.341, 3.735, 1.800], [-0.126, 2.845, 1.993], [3.374, 1.781, 1.236], [3.629, -2.305, -1.638], [0.235, -0.089, 2.977], [0.515, 2.220, -0.882], [3.251, -1.741, -2.600], [0.222, 2.959, -1.750], [-2.436, -0.158, 2.104], [-3.102, 0.287, -1.891], [-0.032, 2.704, 3.006], [3.393, -3.703, -0.139], [5.022, -3.752, -1.067], [-2.869, 1.869, -1.080], [-1.670, 1.262, -2.275], [-0.474, -2.120, -0.195], [-3.347, -0.973, 0.816], [4.628, -2.410, 0.118]], "mulliken_charge": [0.40, -1.24, 0.30, 0.43, 0.41, -1.15, 0.38, -1.27, -0.59, 1.21, 0.38, -0.65, 0.12, 0.65, -0.28, 0.25, -0.10, -0.02, 0.34, 0.38, 0.39, 0.34, 0.36, 0.42, 0.42, 0.37, 0.41, 0.32], "max_force_ev_per_a": 9.56, "e_homo_ev": -19.77, "spin_multiplicity": 1, "homo_lumo_gap_ev": 6.9, "total_charge": 3}


{"formula": "C6H15ClN5P", "method": "ωB97M-V with the def2-TZVPD basis set", "elements": ["C", "H", "N", "H", "H", "H", "H", "C", "H", "N", "H", "N", "C", "C", "H", "H", "H", "N", "H", "N", "H", "H", "C", "Cl", "C", "H", "P", "H"], "positions_angstrom": [[-0.665, -0.054, -0.820], [3.135, -1.890, 1.376], [0.293, 3.342, -0.405], [-2.284, -2.445, 0.203], [3.657, -0.070, 1.597], [-3.672, 0.546, -0.710], [1.834, 0.569, 3.113], [-1.887, -2.085, -0.727], [-3.745, -0.838, -1.682], [-1.804, -0.640, -1.056], [-0.148, -1.524, 0.482], [-0.490, 1.291, -1.079], [2.115, -0.533, 2.751], [2.829, -0.772, 1.440], [1.075, -0.974, 2.847], [-2.805, -2.541, -1.260], [-2.815, 0.760, -2.248], [0.296, -0.851, -0.212], [-1.019, 1.759, -1.733], [1.527, 1.627, 0.127], [1.009, 3.926, -0.055], [-0.559, 3.793, -0.797], [0.477, 2.052, -0.453], [2.940, -0.757, -1.613], [-3.040, 0.005, -1.473], [2.810, -0.988, 3.505], [1.899, -0.235, -0.013], [-0.961, -2.472, -1.106]], "mulliken_charge": [0.45, 0.34, -0.36, 0.38, 0.31, 0.34, 0.32, -1.06, 0.29, 0.07, 0.41, -0.16, -1.17, -0.25, 0.31, 0.33, 0.37, -0.43, 0.20, -0.59, 0.26, 0.21, 0.67, -0.11, -0.72, 0.36, 0.70, 0.53], "max_force_ev_per_a": 8.98, "e_homo_ev": [-13.50, -16.94], "spin_multiplicity": 3, "homo_lumo_gap_ev": [7.1, 5.2], "total_charge": 2}


{"formula": "C6H15ClNO2", "method": "ωB97M-V with the def2-TZVPD basis set", "elements": ["H", "H", "C", "H", "C", "O", "H", "C", "N", "H", "Cl", "H", "H", "H", "C", "H", "C", "H", "H", "O", "H", "H", "C", "H", "H"], "positions_angstrom": [[0.942, -0.511, 1.552], [-1.740, -2.095, 0.921], [0.682, -0.585, 0.495], [-2.348, 0.870, 0.570], [1.956, -0.248, -0.273], [-2.482, -1.427, -0.826], [-1.459, 0.261, 1.940], [-2.306, -1.237, 0.555], [-0.382, 0.356, 0.161], [3.902, 1.016, -1.254], [3.664, 4.457, 1.754], [4.094, 2.176, 0.081], [-3.252, -1.280, 1.116], [1.759, -0.117, -1.346], [-3.488, -0.602, -1.377], [4.518, 0.442, 0.300], [3.821, 1.149, -0.165], [0.404, -1.625, 0.265], [2.665, -1.075, -0.127], [2.495, 0.936, 0.265], [-3.558, -0.816, -2.443], [-4.465, -0.825, -0.941], [-1.630, 0.103, 0.876], [-0.587, 0.231, -0.828], [-3.205, 0.447, -1.271]], "mulliken_charge": [0.29, 0.36, -0.51, 0.35, -0.60, -0.36, 0.42, -0.41, -0.21, 0.29, -0.95, 0.17, 0.35, 0.33, -0.69, 0.27, -0.71, 0.31, 0.35, -0.23, 0.25, 0.29, -0.94, 0.28, 0.32], "max_force_ev_per_a": 1.10, "de_lowest_kj_mol": 57.2, "e_homo_ev": -3.38, "spin_multiplicity": 1, "homo_lumo_gap_ev": 6.0, "total_charge": -1}


{"formula": "C6H15F10Li3N5O24PS10", "method": "ωB97M-V with the def2-TZVPD basis set", "elements": ["O", "O", "P", "H", "O", "C", "H", "O", "O", "O", "F", "Li", "F", "O", "N", "H", "C", "S", "O", "F", "O", "C", "F", "S", "O", "O", "H", "H", "F", "C", "O", "F", "H", "O", "F", "H", "H", "S", "O", "F", "H", "O", "O", "H", "C", "O", "O", "N", "O", "O", "H", "N", "S", "O", "S", "H", "Li", "S", "O", "N", "S", "H", "O", "H", "C", "S", "Li", "F", "F", "N", "H", "S", "O", "S"], "positions_angstrom": [[-0.557, 3.479, 1.107], [-1.606, 10.316, -3.304], [3.663, -8.908, 4.256], [6.524, -7.176, 6.626], [-3.456, -0.763, -2.854], [5.574, -6.696, 6.861], [4.970, -11.407, 2.707], [0.827, 5.201, 3.614], [-0.942, 8.743, -5.151], [3.953, 4.266, -6.154], [-3.663, -2.310, -4.544], [-2.661, -2.676, -8.434], [-3.486, 1.619, -6.563], [-8.231, 9.670, 0.069], [-3.516, -0.365, -5.327], [3.775, -7.897, 6.893], [4.374, -10.628, 2.231], [-4.256, 1.158, -5.200], [1.162, 10.135, -3.004], [1.730, 7.981, -2.428], [4.416, -9.283, 2.796], [4.295, -7.244, 6.192], [-2.573, 2.889, 2.505], [-4.153, -0.844, -4.106], [3.336, -10.082, 5.110], [-8.658, 8.356, 2.182], [2.133, -5.314, 4.325], [2.489, -11.528, 2.892], [2.242, 3.629, -7.481], [1.656, -5.719, 3.432], [-5.595, -1.047, -4.114], [-6.646, 9.415, 1.893], [5.460, -6.775, 7.942], [-5.663, 1.247, -5.660], [-7.573, 5.634, -0.889], [2.329, -10.175, 1.866], [3.488, -6.734, 2.809], [-1.003, 3.424, 2.503], [2.391, -7.991, 3.931], [-0.898, 6.613, 4.635], [3.639, -6.376, 6.142], [-0.692, 4.389, 5.402], [4.715, -7.985, 5.027], [5.692, -5.620, 6.730], [2.425, -6.968, 2.872], [-8.571, 7.496, -1.718], [4.686, 0.786, -5.117], [-6.908, 7.510, 0.564], [-3.722, 2.043, -4.168], [0.377, 9.338, -0.861], [1.915, -7.254, 1.953], [2.475, 2.296, -5.397], [-1.230, 8.978, -3.768], [-0.385, 2.464, 3.412], [-7.810, 8.690, 1.052], [4.664, -10.532, 1.184], [-0.066, -0.140, -6.669], [3.384, 2.980, -6.505], [4.216, 2.304, -3.149], [-0.705, 7.925, -2.783], [-0.539, 5.102, 4.171], [2.898, -11.760, 1.125], [3.916, 2.149, -7.576], [1.549, -4.920, 2.698], [2.908, -11.090, 1.985], [0.519, 9.030, -2.258], [-0.105, 4.219, -3.300], [-2.697, 8.238, -3.652], [2.776, 0.428, -3.785], [-1.637, 4.930, 3.019], [0.627, -5.898, 3.743], [3.725, 1.630, -4.406], [-9.442, 6.455, 0.281], [-8.250, 6.947, -0.413]], "mulliken_charge": [-0.56, -0.54, 0.91, 0.32, -0.55, -1.21, 0.28, -0.61, -0.62, -0.56, -0.37, 0.99, -0.31, -0.58, -0.24, 0.32, -0.22, 1.02, -0.54, -0.27, -0.37, -0.04, -0.29, 1.01, -0.74, -0.60, 0.25, 0.29, -0.32, -1.20, -0.54, -0.30, 0.34, -0.50, -0.24, 0.20, 0.35, 1.01, -0.26, -0.28, 0.16, -0.56, -0.28, 0.32, -0.09, -0.60, -0.53, -0.30, -0.49, -0.56, 0.28, -0.31, 1.07, -0.52, 1.11, 0.30, 0.96, 1.06, -0.52, -0.25, 1.12, 0.37, -0.55, 0.38, -0.97, 1.05, 0.99, -0.33, -0.30, -0.30, 0.32, 1.06, -0.59, 1.09], "max_force_ev_per_a": 12.19, "de_lowest_kj_mol": 1662.2, "e_homo_ev": -4.26, "spin_multiplicity": 1, "homo_lumo_gap_ev": 0.4, "total_charge": -2}


{"formula": "C6H15N", "method": "ωB97M-V with the def2-TZVPD basis set", "elements": ["N", "C", "H", "C", "H", "C", "H", "H", "H", "H", "C", "C", "H", "H", "C", "H", "H", "H", "H", "H", "H", "H"], "positions_angstrom": [[-0.221, -0.791, 0.340], [0.036, -1.199, -1.020], [1.702, -1.093, 1.265], [-1.723, 1.338, 0.488], [-2.360, -0.671, 0.363], [0.774, -0.312, -2.104], [-1.439, -0.299, 1.816], [-0.905, -1.378, -1.554], [0.800, -0.783, -3.075], [2.623, 0.839, 0.586], [0.967, -0.320, 1.098], [1.545, 1.048, 0.600], [0.344, 0.705, -2.202], [1.801, -0.103, -1.813], [-1.459, -0.158, 0.726], [-1.210, 2.039, 1.194], [0.664, -2.105, -0.988], [-1.571, 1.574, -0.591], [1.170, 1.252, -0.380], [-2.746, 1.596, 0.776], [1.347, 1.781, 1.367], [0.542, -0.081, 2.084]], "mulliken_charge": [2.27, -1.99, 0.82, -1.16, 0.34, -1.33, 0.54, 0.22, 0.72, 0.34, -1.90, -1.13, 0.22, 0.28, -2.31, 0.14, 0.67, 0.25, 0.21, 1.00, 0.73, 0.06], "max_force_ev_per_a": 2.63, "de_lowest_kj_mol": 119.8, "e_homo_ev": [1.52, -4.41], "spin_multiplicity": 2, "homo_lumo_gap_ev": [2.6, 8.5], "total_charge": -1}


{"formula": "C6H15N", "method": "ωB97M-V with the def2-TZVPD basis set", "elements": ["H", "H", "H", "C", "H", "H", "C", "C", "C", "H", "H", "H", "H", "H", "C", "N", "H", "C", "H", "H", "H", "H"], "positions_angstrom": [[-0.208, 0.424, 1.854], [1.943, 0.467, -0.158], [-1.365, 3.434, -1.071], [-0.522, 2.976, -0.417], [-0.297, 3.665, 0.336], [1.233, -1.417, 1.655], [0.955, -0.112, 0.037], [0.110, 0.813, 0.932], [-1.049, 1.661, 0.194], [-1.561, 0.984, -0.534], [-0.071, -3.181, 0.764], [-1.696, 1.877, 0.985], [-0.933, -1.436, -1.161], [0.218, 2.864, -1.191], [1.338, -1.482, 0.535], [0.572, -2.679, 0.042], [2.318, -1.872, 0.047], [-0.592, -2.420, -0.895], [-1.493, -2.823, -0.533], [0.448, -0.276, -1.001], [-0.218, -2.983, -1.856], [0.870, 1.516, 1.436]], "mulliken_charge": [0.56, 0.30, 0.30, -1.19, 0.36, 0.28, -0.59, -0.81, -0.57, 0.32, 0.29, 0.32, 0.21, 0.35, -0.45, -0.39, 0.25, -0.83, 0.37, 0.39, 0.20, 0.32], "max_force_ev_per_a": 4.79, "de_lowest_kj_mol": 301.0, "e_homo_ev": -8.70, "spin_multiplicity": 1, "homo_lumo_gap_ev": 9.7}


{"formula": "C6H15N", "method": "ωB97M-V with the def2-TZVPD basis set", "elements": ["H", "H", "H", "H", "H", "H", "H", "H", "H", "C", "C", "H", "C", "N", "C", "C", "H", "H", "C", "H", "H", "H"], "positions_angstrom": [[0.392, 2.051, 2.210], [-1.424, 0.204, 2.190], [-1.894, 3.572, 1.207], [3.517, -0.898, 1.700], [-0.198, 1.055, 0.539], [3.527, -0.192, 1.953], [-1.463, -2.546, -1.423], [1.586, -2.664, -2.129], [-0.139, 4.093, 0.938], [-0.333, 2.027, 1.369], [-1.259, 0.876, 1.359], [0.931, -1.102, -2.430], [0.631, -2.222, -2.472], [0.630, -0.267, -0.760], [-0.895, 3.295, 0.762], [-0.349, -2.447, -1.301], [-2.076, 0.740, 0.646], [-1.007, 3.242, -0.360], [-0.079, -1.343, -0.365], [-0.580, -1.523, 0.632], [-0.012, -3.334, -0.780], [0.496, -2.616, -3.485]], "mulliken_charge": [0.39, 0.40, 0.28, 0.02, 0.14, -0.02, 0.32, 0.25, 0.32, 0.22, -0.75, 0.29, -1.00, -0.85, -1.01, -0.43, 0.33, 0.36, 0.05, 0.15, 0.23, 0.32], "max_force_ev_per_a": 6.43, "de_lowest_kj_mol": 859.1, "e_homo_ev": -6.10, "spin_multiplicity": 1, "homo_lumo_gap_ev": 4.8}


{"formula": "C6H15N", "method": "ωB97M-V with the def2-TZVPD basis set", "elements": ["C", "H", "H", "H", "C", "H", "H", "C", "H", "H", "C", "H", "N", "C", "H", "H", "H", "C", "H", "H", "H", "H"], "positions_angstrom": [[1.535, 0.204, -0.058], [-1.529, -0.971, 2.120], [-3.710, -1.044, 1.026], [2.971, 1.691, -0.102], [-2.868, -1.304, 0.407], [1.920, -0.283, -0.967], [1.629, 2.178, 0.852], [-0.299, -1.454, 0.393], [0.666, 3.197, -1.157], [-1.593, -2.574, 1.618], [1.400, 2.422, -1.367], [2.233, 2.929, -1.840], [0.102, -0.083, 0.015], [-1.573, -1.566, 1.208], [0.464, -1.687, 1.137], [-2.633, -0.532, -0.336], [1.972, -0.237, 0.841], [1.877, 1.698, -0.086], [-3.013, -2.170, -0.239], [-0.263, -2.113, -0.477], [0.979, 1.685, -2.055], [-0.268, 0.011, -0.936]], "mulliken_charge": [-0.66, 0.38, 0.33, 0.32, -1.06, 0.36, 0.43, -0.47, 0.27, 0.38, -1.07, 0.34, 0.06, -0.62, 0.36, 0.28, 0.45, -0.45, 0.33, 0.37, 0.33, 0.37], "max_force_ev_per_a": 4.13, "de_lowest_kj_mol": 116.1, "e_homo_ev": [-15.86, -15.83], "spin_multiplicity": 2, "homo_lumo_gap_ev": [12.8, 7.6], "total_charge": 1}


{"formula": "C6H15N2", "method": "ωB97M-V with the def2-TZVPD basis set", "elements": ["H", "C", "C", "C", "H", "H", "H", "H", "H", "H", "C", "H", "H", "H", "H", "H", "H", "C", "H", "N", "N", "C", "H"], "positions_angstrom": [[2.707, -2.439, -1.598], [1.385, -0.878, -1.988], [-1.039, 0.820, -0.200], [-0.918, -0.258, -1.318], [-1.054, 0.216, -2.304], [1.369, -0.008, -2.634], [1.247, 0.795, 0.850], [-2.489, 1.146, 2.318], [0.925, 0.507, 2.486], [-1.832, -0.847, -1.161], [-0.811, 0.300, 1.226], [-0.357, 1.673, -0.311], [1.067, -0.732, 1.308], [-1.259, -0.671, 1.446], [-2.060, 1.198, -0.271], [-1.312, 2.367, 1.889], [-1.095, 1.238, 3.206], [0.309, -1.132, -1.262], [3.199, -1.339, -2.769], [0.684, 0.225, 1.511], [2.610, -1.513, -1.977], [-1.425, 1.326, 2.170], [0.148, -1.994, -0.615]], "mulliken_charge": [0.23, 0.21, -1.19, -0.78, 0.39, 0.37, 0.85, 0.34, 0.90, 0.40, 0.04, 0.44, 0.91, -0.07, 0.38, 0.35, 0.76, -0.75, 0.21, -2.32, -0.49, -1.49, 0.29], "max_force_ev_per_a": 1.45, "de_lowest_kj_mol": 205.2, "e_homo_ev": [-3.10, -8.23], "spin_multiplicity": 2, "homo_lumo_gap_ev": [4.1, 9.1]}